(1)
C14H20Cl3N2O2PdS2Si2 | ωB97M-V with the def2-TZVPD basis set

Its energy above the lowest of the compared OMol25 structures with the same formula, charge and spin is 0.00 kJ/mol. The LUMO energy (alpha / beta) is -0.1292 / -0.2191 hartree. The spin multiplicity is 5. The total energy comes out at -3689.1420 a.u. The net charge is +1.

Last column: Mulliken charge in e.
Positions of all 46 atoms, in Å:
Pd -0.65 -0.73 -1.03  0.376
O 3.43 1.34 -0.19  -0.619
C 2.96 2.24 0.67  0.397
C 3.88 3.12 1.25  -0.782
C 3.46 4.07 2.14  -0.295
C 2.11 4.18 2.51  -0.848
C 1.19 3.33 1.96  -0.304
C 1.59 2.34 1.03  0.145
C 0.63 1.44 0.47  1.198
O 0.95 0.53 -0.36  -0.879
N -0.69 1.61 0.87  -0.217
N -1.50 0.71 0.36  0.230
C -2.79 0.93 0.57  0.189
S -3.91 -0.23 0.00  0.027
C -5.33 0.89 0.14  -0.598
C -5.11 1.76 1.36  -0.627
S -3.39 2.35 1.32  0.047
H 2.69 0.81 -0.53  0.243
H 4.92 3.03 0.96  0.474
H 4.19 4.74 2.58  0.402
H 1.80 4.93 3.22  0.428
H 0.15 3.40 2.23  0.474
H -6.23 0.28 0.23  0.409
H -5.38 1.48 -0.78  0.301
H -5.26 1.20 2.28  0.335
H -5.76 2.63 1.36  0.412
Cl -2.34 2.08 -2.65  -0.232
Si -1.46 0.26 -3.05  0.491
Cl -2.89 -0.92 -3.92  -0.248
Cl 0.06 0.56 -4.37  -0.219
C 1.38 -2.60 -2.33  -0.859
Si 1.10 -3.35 -0.63  0.346
C 1.18 -5.21 -0.75  -1.014
C 2.31 -2.66 0.61  -0.740
C -0.64 -2.89 -0.07  -1.016
H 2.33 -2.97 -2.73  0.359
H 1.45 -1.51 -2.35  0.200
H 0.60 -2.90 -3.03  0.303
H 2.17 -5.52 -1.08  0.305
H 0.45 -5.59 -1.46  0.315
H 0.99 -5.68 0.22  0.315
H 3.34 -2.88 0.31  0.320
H 2.16 -3.09 1.60  0.334
H 2.22 -1.58 0.70  0.116
H -0.87 -2.68 0.98  0.461
H -1.51 -3.22 -0.64  0.544

***

(2)
C3H10NOS | ωB97M-V with the def2-TZVPD basis set

Its energy above the lowest of the compared OMol25 structures with the same formula, charge and spin is 31.11 kJ/mol. The LUMO energy is 0.1515 hartree. The total energy comes out at -648.5197 a.u. The net charge is -1.

Last column: Mulliken charge in e.
Positions of all 16 atoms, in Å:
C 0.52 0.33 -0.08  -0.429
C -0.75 -0.08 -0.82  -0.775
S -1.59 -1.54 -0.04  -0.673
C 1.63 -0.68 -0.26  -0.577
N 2.82 -0.49 0.57  -0.678
H 0.25 0.38 0.98  0.206
H 0.86 1.29 -0.45  0.293
H -0.53 -0.32 -1.87  0.268
H -1.46 0.74 -0.85  0.243
H 1.95 -0.68 -1.31  0.293
H 1.25 -1.69 -0.13  0.385
H 3.11 0.47 0.50  0.232
H 2.61 -0.68 1.54  0.252
H -3.30 0.67 0.08  0.322
H -3.73 0.90 1.49  0.323
O -3.66 1.38 0.64  -0.684

***

(3)
C3H12N2S | ωB97M-V with the def2-TZVPD basis set

As for the SMILES: CSC.NCN. Its energy above the lowest of the compared OMol25 structures with the same formula, charge and spin is 148.50 kJ/mol. The LUMO energy is 0.0384 hartree. The total energy comes out at -629.1229 a.u. The net charge is 0.

Last column: Mulliken charge in e.
Positions of all 18 atoms, in Å:
C -1.02 0.09 -3.27  -0.816
S -2.71 0.24 -3.67  -0.073
C -3.71 -0.94 -2.70  -0.794
H -0.79 -0.59 -2.42  0.269
H -0.35 -0.01 -4.01  0.356
H -0.72 1.19 -3.00  0.231
H -3.74 -0.68 -1.65  0.284
H -3.29 -1.93 -2.76  0.285
H -4.79 -0.96 -3.05  0.258
N 2.40 -0.24 5.13  -0.535
C 3.09 -0.14 3.86  -0.480
N 4.32 0.74 3.78  -0.541
H 2.86 -0.78 5.86  0.217
H 2.14 0.82 5.41  0.253
H 2.39 0.48 3.19  0.335
H 3.34 -1.13 3.38  0.310
H 5.09 0.43 4.36  0.204
H 4.06 1.80 3.87  0.238

***

(4)
C14H18N4O3 | ωB97M-V with the def2-TZVPD basis set

As for the SMILES: O=C1CN(CC(=O)NC(=O)NCc2ccccc2)CCN1. Its energy above the lowest of the compared OMol25 structures with the same formula, charge and spin is 0.00 kJ/mol. The LUMO energy is 0.0183 hartree. The total energy comes out at -989.1004 a.u. The net charge is 0.

Last column: Mulliken charge in e.
Positions of all 39 atoms, in Å:
O 4.41 2.72 -1.03  -0.662
C 4.25 1.64 -0.51  0.086
C 3.10 0.73 -0.89  -0.174
N 3.27 -0.65 -0.47  0.044
C 2.20 -1.52 -0.87  -1.410
C 0.83 -1.25 -0.22  1.149
O 0.65 -0.41 0.63  -0.735
N -0.14 -2.07 -0.70  -0.162
C -1.53 -2.11 -0.38  0.411
O -2.23 -2.89 -0.98  -0.657
N -1.90 -1.29 0.60  -0.002
C -3.29 -1.12 0.97  -1.360
C -3.84 0.18 0.43  0.686
C -4.13 1.24 1.27  -0.444
C -4.61 2.43 0.76  -0.518
C -4.79 2.58 -0.61  -0.385
C -4.49 1.52 -1.46  -0.624
C -4.02 0.33 -0.94  -0.228
C 3.63 -0.70 0.93  -0.582
C 5.04 -0.12 1.06  -0.665
N 5.07 1.20 0.47  -0.123
H 2.19 1.19 -0.46  0.210
H 3.00 0.76 -1.98  0.350
H 2.09 -1.44 -1.95  0.443
H 2.49 -2.55 -0.63  0.437
H 0.10 -2.74 -1.42  0.256
H -1.22 -0.63 0.96  0.293
H -3.37 -1.14 2.06  0.427
H -3.84 -1.97 0.55  0.432
H -3.99 1.14 2.34  0.318
H -4.83 3.26 1.42  0.367
H -5.15 3.51 -1.01  0.373
H -4.63 1.62 -2.52  0.382
H -3.80 -0.50 -1.59  0.428
H 2.94 -0.13 1.57  0.267
H 3.64 -1.74 1.26  0.447
H 5.75 -0.78 0.54  0.289
H 5.33 -0.05 2.11  0.399
H 5.85 1.80 0.69  0.237

***

Number 1: strongest force on any atom 0.13 eV Å⁻¹. Number 2: strongest force on any atom 0.80 eV Å⁻¹. Number 3: strongest force on any atom 5.24 eV Å⁻¹. Number 4: strongest force on any atom 0.52 eV Å⁻¹.